(1)
This record from OMol25 describes one molecule with the formula C19H24N2OS. The level of theory is wB97M-V/def2-TZVPD.

- energy relative to the best compared isomer or geometry (same formula, charge and spin) (kcal/mol) = 10.0
- total charge = 0
- max |F| (eV Å⁻¹) = 0.70
- HOMO level (eV) = -8.0071

Positions of all 47 atoms, in Å:
C 0.09 5.10 -0.90
C 1.47 4.53 -0.59
C 1.97 4.88 0.81
H 1.89 5.96 0.96
H 3.02 4.61 0.89
C 1.20 4.16 1.93
C 1.38 2.68 1.86
C 0.40 1.85 1.32
C 0.58 0.49 1.22
C 1.77 -0.09 1.66
C 2.75 0.72 2.23
C 2.55 2.08 2.33
H 3.32 2.70 2.77
H 3.66 0.28 2.60
N 2.00 -1.47 1.60
C 1.54 -2.37 0.68
N 1.15 -1.90 -0.52
H 1.17 -0.90 -0.65
C 0.33 -2.65 -1.44
C -1.10 -2.18 -1.35
C -1.87 -2.53 -0.24
C -3.16 -2.04 -0.12
C -3.70 -1.20 -1.08
C -2.93 -0.84 -2.19
C -1.63 -1.33 -2.31
H -1.05 -1.05 -3.17
O -3.35 -0.03 -3.20
C -4.66 0.48 -3.16
H -5.40 -0.32 -3.16
H -4.77 1.08 -4.06
H -4.82 1.12 -2.28
H -4.70 -0.84 -0.96
H -3.76 -2.31 0.74
H -1.46 -3.18 0.51
H 0.41 -3.70 -1.16
H 0.72 -2.51 -2.45
S 1.60 -3.98 1.05
H 2.54 -1.88 2.35
H -0.22 -0.13 0.83
H -0.53 2.28 0.97
H 1.58 4.53 2.89
H 0.14 4.42 1.87
H 1.45 3.44 -0.71
H 2.18 4.93 -1.32
H -0.67 4.68 -0.24
H 0.09 6.18 -0.77
H -0.19 4.87 -1.92

---

(2)
This record from OMol25 describes C19H24N3O4RuSi as an isolated structure at a distorted geometry. The level of theory is wB97M-V/def2-TZVPD.

- energy relative to the best compared isomer or geometry (same formula, charge and spin) (kcal/mol) = 56.8
- total charge = 0
- max |F| (eV Å⁻¹) = 3.94
- 2S+1 = 2
- HOMO level (alpha / beta) (eV) = -7.6038 / -7.6403

Positions of all 52 atoms, in Å:
Ru 0.33 1.25 0.05
N 1.14 3.54 0.47
C 1.18 3.65 1.93
C 1.85 2.41 2.49
O 2.74 2.49 3.31
N 1.40 1.23 1.93
C 2.28 0.16 1.97
C 3.14 0.22 0.55
O 4.25 -0.25 0.62
O 2.50 0.74 -0.40
H 2.08 3.48 0.10
H 0.71 4.37 0.07
H 0.16 3.72 2.31
H 1.75 4.51 2.29
H 1.79 -0.80 1.94
H 3.02 0.23 2.77
C -4.24 1.80 -1.19
Si -2.43 1.84 -0.68
C -2.21 3.00 0.82
C -1.37 2.51 -2.12
N -1.65 0.36 -0.27
C -1.93 -0.95 -0.50
C -3.23 -1.44 -0.68
C -3.47 -2.78 -0.96
C -2.41 -3.66 -1.09
C -1.11 -3.21 -0.90
C -0.88 -1.89 -0.59
O 0.38 -1.35 -0.42
C 1.44 -2.25 -0.31
C 2.38 -2.29 -1.32
C 3.45 -3.16 -1.21
C 3.58 -3.97 -0.09
C 2.62 -3.93 0.91
C 1.54 -3.07 0.80
H -4.58 2.81 -1.43
H -4.87 1.42 -0.38
H -4.39 1.18 -2.07
H -3.16 3.40 1.16
H -1.57 3.85 0.56
H -1.75 2.46 1.65
H -1.54 3.57 -2.32
H -1.55 1.96 -3.04
H -0.29 2.39 -1.90
H -4.06 -0.75 -0.58
H -4.49 -3.12 -1.10
H -2.59 -4.70 -1.34
H -0.28 -3.90 -1.00
H 2.27 -1.63 -2.17
H 4.20 -3.19 -1.99
H 4.43 -4.64 0.01
H 2.70 -4.57 1.78
H 0.77 -3.03 1.56

---

(3)
This record from OMol25 describes C19H24N3O6P2Ti as an isolated structure at a distorted geometry. The level of theory is wB97M-V/def2-TZVPD.

- energy relative to the best compared isomer or geometry (same formula, charge and spin) (kcal/mol) = 10.3
- total charge = 0
- max |F| (eV Å⁻¹) = 2.46
- 2S+1 = 2
- HOMO level (alpha / beta) (eV) = -7.5807 / -7.5792

Positions of all 55 atoms, in Å:
Ti -0.98 -0.40 0.29
O 4.62 -3.40 3.17
C 3.52 -3.23 3.72
O 3.15 -3.37 4.90
C 2.40 -2.84 2.76
C 2.67 -2.56 1.43
C 1.71 -1.98 0.64
N 0.49 -1.67 1.10
C 0.20 -2.00 2.38
C 1.10 -2.58 3.23
C -1.17 -1.56 2.87
O -1.65 -1.91 3.90
O -1.77 -0.67 2.01
H 3.67 -2.78 1.06
H 1.90 -1.72 -0.40
H 0.86 -2.79 4.26
O -1.83 -1.66 -0.87
N -1.38 -1.80 -2.04
N -0.43 -0.99 -2.28
O -0.06 -0.06 -1.40
C 0.35 -1.14 -3.52
C 1.53 -0.44 -3.59
C 2.32 -0.59 -4.73
C 1.91 -1.42 -5.76
C 0.70 -2.10 -5.66
C -0.10 -1.97 -4.53
H 1.82 0.21 -2.78
H 3.26 -0.06 -4.79
H 2.53 -1.53 -6.63
H 0.37 -2.73 -6.46
H -1.03 -2.50 -4.44
C 0.65 1.32 3.19
P 0.27 1.65 1.45
C 1.73 2.54 0.89
C -0.99 3.00 1.59
C -2.45 2.50 1.50
P -2.74 1.52 -0.02
C -2.26 2.70 -1.30
C -4.54 1.48 -0.13
H -0.21 0.88 3.71
H 0.93 2.25 3.69
H 1.48 0.61 3.27
H 1.87 3.44 1.49
H 1.65 2.81 -0.16
H 2.61 1.91 1.00
H -0.80 3.71 0.78
H -0.82 3.53 2.53
H -3.15 3.34 1.53
H -2.68 1.85 2.35
H -2.73 3.68 -1.14
H -2.58 2.32 -2.28
H -1.18 2.81 -1.34
H -4.93 2.49 -0.17
H -4.95 0.96 0.75
H -4.86 0.93 -1.02

---

(4)
This record from OMol25 describes C19H24N3O6P2Ti as an isolated structure at a distorted geometry. The level of theory is wB97M-V/def2-TZVPD.

- energy relative to the best compared isomer or geometry (same formula, charge and spin) (kcal/mol) = 39.8
- total charge = 0
- max |F| (eV Å⁻¹) = 3.90
- 2S+1 = 2
- HOMO level (alpha / beta) (eV) = -7.6733 / -7.7497

Positions of all 55 atoms, in Å:
Ti -0.08 0.23 0.05
O 2.87 -0.04 6.31
C 1.65 -0.11 6.13
O 0.68 -0.29 6.87
C 1.21 0.13 4.64
C -0.10 0.53 4.36
C -0.51 0.63 3.06
N 0.29 0.33 2.02
C 1.57 -0.03 2.29
C 2.07 -0.11 3.57
C 2.40 -0.29 1.05
O 3.55 -0.64 1.10
O 1.72 -0.12 -0.07
H -0.77 0.71 5.19
H -1.51 0.96 2.80
H 3.11 -0.36 3.75
O -0.51 0.24 -1.70
N -0.47 1.42 -2.30
N -0.24 2.35 -1.41
O -0.20 2.03 -0.11
C -0.12 3.70 -1.80
C -0.05 4.69 -0.81
C 0.04 6.01 -1.19
C 0.05 6.36 -2.53
C 0.00 5.37 -3.50
C -0.09 4.04 -3.15
H -0.05 4.39 0.23
H 0.09 6.78 -0.43
H 0.10 7.41 -2.82
H 0.03 5.65 -4.55
H -0.11 3.26 -3.90
C -3.69 0.93 -0.72
P -2.62 -0.23 0.21
C -3.67 -0.68 1.65
C -2.77 -1.75 -0.83
C -1.95 -2.90 -0.25
P -0.19 -2.35 -0.08
C 0.55 -3.67 0.95
C 0.50 -2.73 -1.73
H -4.71 0.56 -0.76
H -3.30 1.03 -1.73
H -3.67 1.91 -0.25
H -4.57 -1.20 1.30
H -3.97 0.21 2.19
H -3.12 -1.33 2.33
H -2.38 -1.47 -1.81
H -3.82 -2.02 -0.94
H -2.01 -3.79 -0.89
H -2.32 -3.18 0.74
H 0.32 -4.64 0.52
H 0.17 -3.61 1.97
H 1.63 -3.53 0.97
H 0.41 -3.80 -1.95
H 1.55 -2.44 -1.73
H -0.01 -2.15 -2.49

---

(5)
This record from OMol25 describes one molecule with the formula C19H24N4O. The level of theory is wB97M-V/def2-TZVPD.

- energy relative to the best compared isomer or geometry (same formula, charge and spin) (kcal/mol) = 23.1
- total charge = 0
- max |F| (eV Å⁻¹) = 0.75
- HOMO level (eV) = -8.2759

Positions of all 48 atoms, in Å:
C -5.44 -0.57 -1.72
C -5.36 -1.71 -0.72
H -6.31 -2.24 -0.69
H -4.59 -2.42 -1.04
C -5.02 -1.22 0.70
C -3.65 -0.61 0.75
C -2.52 -1.42 0.77
C -1.25 -0.88 0.78
C -1.08 0.50 0.79
C -2.20 1.33 0.78
C -3.47 0.77 0.76
H -4.33 1.42 0.75
H -2.08 2.40 0.78
N 0.23 0.99 0.82
C 0.67 2.26 0.67
O -0.05 3.22 0.49
C 2.19 2.47 0.77
H 2.32 3.14 1.62
C 2.70 3.18 -0.50
C 3.30 2.18 -1.49
C 2.62 0.82 -1.36
N 2.88 0.26 -0.05
C 3.24 -1.04 0.08
N 3.08 -1.81 -1.00
C 3.38 -3.10 -0.89
C 3.83 -3.65 0.29
N 4.02 -2.88 1.37
C 3.74 -1.61 1.27
H 3.93 -1.02 2.16
H 4.07 -4.70 0.40
H 3.23 -3.69 -1.79
C 3.03 1.21 1.04
H 2.71 0.75 1.98
H 4.08 1.51 1.16
H 1.54 0.94 -1.52
H 3.00 0.12 -2.10
H 4.37 2.05 -1.29
H 3.19 2.55 -2.51
H 1.85 3.70 -0.95
H 3.44 3.93 -0.24
H 0.93 0.25 0.85
H -0.39 -1.53 0.79
H -2.64 -2.50 0.76
H -5.07 -2.07 1.38
H -5.76 -0.48 1.00
H -5.67 -0.94 -2.71
H -6.21 0.14 -1.43
H -4.49 -0.04 -1.77

---

(6)
This record from OMol25 describes one molecule with the formula C19H24N4O4 at a distorted geometry. The level of theory is wB97M-V/def2-TZVPD.

- energy relative to the best compared isomer or geometry (same formula, charge and spin) (kcal/mol) = 89.2
- total charge = 0
- max |F| (eV Å⁻¹) = 1.20
- HOMO level (eV) = -8.5301

Positions of all 51 atoms, in Å:
C -2.17 -3.29 0.44
H -2.03 -3.19 1.52
O -2.25 -2.04 -0.20
C -3.26 -1.19 0.14
C -4.25 -1.50 1.07
C -5.26 -0.59 1.34
C -5.31 0.62 0.68
C -4.32 0.93 -0.24
C -3.28 0.05 -0.51
C -2.18 0.43 -1.47
N -1.10 1.22 -0.88
C -1.51 2.56 -0.51
H -2.07 3.00 -1.34
H -2.14 2.58 0.40
C -0.25 3.38 -0.26
N 0.44 2.78 0.86
C 0.54 1.45 1.01
O 1.28 0.96 1.84
C -0.38 0.55 0.18
C 0.54 -0.55 -0.36
H 0.02 -1.16 -1.10
C 1.79 0.06 -0.96
O 1.89 1.25 -1.20
N 2.82 -0.80 -1.19
C 2.78 -2.20 -0.86
H 1.87 -2.66 -1.25
H 3.64 -2.69 -1.34
H 2.84 -2.37 0.22
C 4.13 -0.23 -1.45
C 4.94 -0.19 -0.19
N 6.20 -0.54 -0.16
O 6.62 -0.38 1.12
C 5.61 0.06 1.87
C 4.49 0.20 1.10
H 3.51 0.53 1.39
H 5.80 0.22 2.91
H 3.97 0.79 -1.81
H 4.66 -0.81 -2.21
H 0.83 -1.19 0.47
H -1.07 0.09 0.91
H 1.15 3.33 1.33
H -0.50 4.41 -0.01
H 0.38 3.35 -1.15
H -1.74 -0.47 -1.90
H -2.59 1.03 -2.29
H -4.36 1.87 -0.76
H -6.10 1.32 0.88
H -6.02 -0.85 2.06
H -4.25 -2.45 1.59
H -3.05 -3.90 0.24
H -1.29 -3.78 0.02

---

(7)
This record from OMol25 describes C19H24N5O5PtS as an isolated structure at a distorted geometry. The level of theory is wB97M-V/def2-TZVPD.

- total charge = +1
- max |F| (eV Å⁻¹) = 2.27
- HOMO level (eV) = -11.5791

Positions of all 55 atoms, in Å:
Pt -1.37 -0.08 0.84
O -1.03 -0.99 -6.58
N -1.28 -0.11 -5.79
O -1.58 1.02 -6.09
C -1.22 -0.46 -4.35
C -0.72 -1.69 -4.08
C -0.56 -2.14 -2.73
C -0.08 -3.41 -2.35
C -0.01 -3.71 -1.01
C -0.37 -2.76 -0.05
N -0.80 -1.55 -0.40
C -0.92 -1.25 -1.72
C -1.51 0.03 -2.01
N -1.89 0.77 -0.92
C -2.44 1.95 -1.11
C -2.65 2.46 -2.39
C -2.28 1.74 -3.50
C -1.67 0.47 -3.33
H -0.43 -2.33 -4.90
H 0.21 -4.13 -3.10
H 0.33 -4.68 -0.67
H -0.30 -2.94 1.01
H -2.73 2.49 -0.21
H -3.12 3.42 -2.50
H -2.45 2.13 -4.49
C -3.77 0.90 4.28
S -3.10 0.12 2.84
O -2.18 1.21 2.21
O -4.18 -0.21 1.95
O -2.22 -0.97 3.24
H -4.33 1.78 3.97
H -2.97 1.17 4.96
H -4.43 0.17 4.73
C 2.43 -0.91 -0.32
C 1.96 0.51 -0.03
N 2.26 0.95 1.33
C 3.50 1.70 1.53
C 4.73 0.82 1.73
C 1.51 0.51 2.36
C 1.93 0.93 3.75
N 0.45 -0.23 2.20
H 2.14 -1.20 -1.33
H 2.00 -1.61 0.39
H 3.51 -0.99 -0.26
H 0.89 0.61 -0.19
H 2.45 1.22 -0.70
H 3.37 2.39 2.37
H 3.63 2.33 0.65
H 4.57 0.08 2.50
H 5.58 1.44 2.02
H 5.01 0.30 0.81
H 1.87 2.01 3.85
H 2.96 0.64 3.97
H 1.27 0.48 4.48
H 0.04 -0.41 3.12

---

(8)
This record from OMol25 describes a 2-piece molecular cluster, C19H24N7O4 overall at a distorted geometry. The level of theory is wB97M-V/def2-TZVPD.

- energy relative to the best compared isomer or geometry (same formula, charge and spin) (kcal/mol) = 243.6
- total charge = +1
- max |F| (eV Å⁻¹) = 3.18
- HOMO level (eV) = -11.1501

Positions of all 54 atoms, in Å:
N -1.57 1.41 3.14
C -0.52 1.93 3.22
C 0.77 2.54 3.32
C 1.92 1.73 3.17
C 3.18 2.32 3.37
N 4.45 1.75 3.38
O 4.87 0.61 3.23
O 5.35 2.83 3.63
N 4.68 4.02 3.74
C 3.36 3.69 3.60
C 2.18 4.54 3.65
N 2.25 5.98 3.69
O 3.32 6.59 3.50
O 1.16 6.58 3.90
C 0.92 3.93 3.58
H 1.87 0.65 3.04
H 0.03 4.54 3.73
C -3.44 -6.36 -4.06
C -3.73 -5.05 -3.32
C -2.69 -3.98 -3.58
C -2.96 -2.65 -2.84
N -2.01 -2.34 -1.77
C -2.09 -2.81 -0.46
C -1.01 -2.35 0.19
N -0.26 -1.61 -0.72
C 0.94 -0.82 -0.41
C 0.57 0.59 0.03
C -0.09 1.46 -1.05
C 0.49 2.86 -0.84
C 1.80 2.66 -0.07
N 1.68 1.34 0.53
C -0.89 -1.62 -1.90
H -4.24 -7.08 -3.87
H -3.38 -6.20 -5.14
H -2.50 -6.80 -3.72
H -4.71 -4.67 -3.62
H -3.80 -5.25 -2.24
H -1.69 -4.35 -3.32
H -2.68 -3.75 -4.65
H -2.90 -1.84 -3.58
H -3.97 -2.65 -2.40
H -2.91 -3.42 -0.12
H -0.69 -2.47 1.21
H 1.48 -1.34 0.40
H 1.57 -0.77 -1.31
H -0.15 0.49 0.87
H 0.17 1.07 -2.05
H -1.18 1.42 -0.93
H 0.65 3.39 -1.78
H -0.20 3.44 -0.22
H 2.67 2.70 -0.76
H 1.95 3.42 0.70
H 2.53 0.85 0.75
H -0.55 -1.14 -2.81